Computed, not measured: an isolated molecule of CHNO3 at a distorted geometry, with ωB97M-V/def2-TZVPD.

Structure (XYZ):
```
6
Properties=species:S:1:pos:R:3:forces:R:3:lowdin_spin:R:1
C 1.098 -1.054 0.451 -3.2340 1.0500 -0.7099 0.07
N 1.724 0.211 -0.006 0.6179 -0.6744 0.7847 0.46
O -0.088 -1.128 0.334 1.1318 -0.7404 -0.0947 0.15
O 1.695 0.660 -1.184 0.2202 0.1509 0.9937 0.63
O 2.201 0.553 1.190 0.3895 1.0965 -1.2732 0.68
H 1.765 -1.665 0.998 0.8745 -0.8826 0.2993 0.01
```
Positions in Å, forces in eV/Å.

## Properties
Kohn-Sham gap (spin up / spin down) (eV): 9.293 / 7.328
Expectation value of S²: 2.014
E (a.u.): -318.93041
Energy above the lowest of the compared OMol25 structures with the same formula, charge and spin (eV): 4.292
Multiplicity: 3

---

Computed, not measured: a cluster of 3 separate species, CHNO3S in total at a distorted geometry, with ωB97M-V/def2-TZVPD.

Structure (XYZ):
```
7
Properties=species:S:1:pos:R:3:forces:R:3:mulliken_charge:R:1
C -1.493 0.333 0.052 -6.6063 0.8125 -3.2636 -0.04
N 6.939 -0.380 -0.108 0.3912 -0.6734 1.4738 0.03
O 7.657 0.193 -0.941 0.2371 -0.1269 0.3379 -0.50
O 7.502 -0.811 0.974 -0.5179 0.8042 -1.8110 -0.53
O -1.724 1.247 -0.735 1.3583 -2.3983 2.5319 -0.43
S -3.359 -1.299 0.530 2.5494 2.1008 -0.4367 -0.81
H -0.613 0.028 0.481 2.5882 -0.5190 1.1676 0.28
```
Positions in Å, forces in eV/Å.

## Properties
Kohn-Sham gap (spin up / spin down) (eV): 6.874 / 6.875
E (a.u.): -717.22306
Energy above the lowest of the compared OMol25 structures with the same formula, charge and spin (eV): 3.020
Total charge: -2

---

Computed, not measured: a cluster of 2 separate species, CHNO3S in total at a distorted geometry, with ωB97M-V/def2-TZVPD.

Structure (XYZ):
```
7
Properties=species:S:1:pos:R:3:forces:R:3:mulliken_charge:R:1
O -1.204 -0.128 -0.128 -0.1344 0.8637 1.2300 -0.33
C -1.310 -0.932 -0.928 -0.1587 -0.4981 -0.9952 0.63
S -1.463 -1.957 -2.080 -0.0274 -0.4954 -0.3005 -0.32
O 0.918 0.035 1.988 1.6308 1.4857 -4.2792 -0.31
N 1.541 0.174 0.931 -1.5876 -0.7254 3.1224 0.27
O 1.146 1.114 0.003 -0.0912 0.2271 0.5971 -0.29
H 0.372 1.696 0.214 0.3685 -0.8576 0.6254 0.34
```
Positions in Å, forces in eV/Å.

## Properties
SMILES: O=C=S.O=NO
Kohn-Sham gap (eV): 10.722
E (a.u.): -717.28233
Energy above the lowest of the compared OMol25 structures with the same formula, charge and spin (eV): 2.308